{
  "formula": "C49H106N6O6",
  "method": "wB97M-V/def2-TZVPD",
  "homo_ha": [-0.35012, -0.35012],
  "multiplicity": 2,
  "gap_ev": [7.7, 3.4],
  "e_above_lowest_kcal_mol": 0.0,
  "s2": 0.75,
  "charge": 1,
  "lumo_ev": [-1.809, -6.086],
  "elements": ["C", "C", "C", "O", "C", "N", "H", "H", "H", "H", "H", "H", "H", "H", "H", "H", "H", "C", "C", "C", "C", "C", "C", "N", "O", "C", "C", "C", "H", "H", "H", "H", "H", "H", "H", "H", "H", "H", "H", "H", "H", "H", "H", "H", "H", "H", "H", "C", "C", "C", "C", "C", "C", "N", "O", "C", "C", "C", "H", "H", "H", "H", "H", "H", "H", "H", "H", "H", "H", "H", "H", "H", "H", "H", "H", "H", "H", "C", "C", "C", "C", "C", "C", "N", "O", "C", "C", "C", "H", "H", "H", "H", "H", "H", "H", "H", "H", "H", "H", "H", "H", "H", "H", "H", "H", "H", "H", "C", "C", "C", "C", "C", "C", "N", "O", "C", "C", "C", "H", "H", "H", "H", "H", "H", "H", "H", "H", "H", "H", "H", "H", "H", "H", "H", "H", "H", "H", "C", "C", "C", "C", "C", "C", "N", "O", "C", "C", "C", "H", "H", "H", "H", "H", "H", "H", "H", "H", "H", "H", "H", "H", "H", "H", "H", "H", "H", "H"],
  "coordinates": [[-12.3843, -17.8106, 8.4015], [-11.7827, -18.3069, 7.0609], [-11.7999, -19.8430, 6.8298], [-11.0536, -20.6826, 7.7148], [-9.6716, -20.4263, 7.6720], [-12.3752, -17.4336, 6.0168], [-12.4940, -16.7267, 8.4341], [-11.6972, -18.0994, 9.1968], [-13.3806, -18.2422, 8.4975], [-10.7646, -17.9307, 7.1604], [-11.3444, -20.1289, 5.8817], [-12.8002, -20.2535, 6.9678], [-9.1028, -21.1947, 8.1956], [-9.4125, -19.5116, 8.2051], [-9.1729, -20.2106, 6.7271], [-12.0333, -17.7090, 5.1072], [-11.9016, -16.5668, 6.2275], [-17.7921, -19.5464, 7.9913], [-18.3064, -18.1122, 8.1501], [-17.1864, -17.2427, 8.7312], [-16.0173, -16.8648, 7.7393], [-16.6393, -16.1523, 6.4882], [-17.7873, -16.9850, 5.8481], [-18.7135, -17.4301, 6.9163], [-19.8861, -17.8558, 6.4528], [-18.5225, -15.9788, 5.0296], [-17.1086, -18.0538, 4.9175], [-19.4837, -18.0234, 9.1465], [-18.5255, -20.2199, 7.5480], [-17.4140, -19.8759, 8.9590], [-16.9313, -19.5826, 7.3235], [-17.5808, -16.3784, 9.2655], [-16.7712, -17.8292, 9.5509], [-15.3393, -17.6641, 7.4402], [-15.4379, -16.1636, 8.3399], [-15.7830, -15.9857, 5.8348], [-16.9454, -15.2202, 6.9630], [-17.8510, -15.4546, 4.3495], [-19.2735, -16.3942, 4.3578], [-18.8848, -15.1109, 5.5807], [-17.5379, -18.0717, 3.9158], [-16.1222, -17.7214, 4.5939], [-17.0088, -19.0667, 5.3076], [-19.3689, -18.3929, 10.1656], [-20.4109, -18.4218, 8.7346], [-19.7796, -16.9770, 9.2206], [-20.4390, -17.0728, 6.3998], [-8.3658, -17.4076, 13.5087], [-8.6980, -18.7216, 12.7757], [-8.7193, -19.9770, 13.7121], [-9.9754, -20.0449, 14.6573], [-11.2810, -19.9595, 13.8672], [-11.3194, -18.7271, 12.9057], [-10.0666, -18.7034, 12.1527], [-10.1196, -17.7552, 11.1260], [-12.5459, -18.9931, 11.8572], [-11.6727, -17.3864, 13.7203], [-7.6455, -19.0158, 11.6852], [-8.6098, -17.6153, 14.5505], [-8.8550, -16.4894, 13.1837], [-7.3062, -17.1598, 13.4444], [-8.7650, -20.9501, 13.2232], [-7.8475, -19.8958, 14.3614], [-9.9514, -19.2519, 15.4047], [-10.0075, -21.0089, 15.1651], [-12.1523, -19.7312, 14.4809], [-11.5127, -20.8916, 13.3518], [-13.4680, -19.2653, 12.3706], [-12.9202, -18.1413, 11.2894], [-12.3685, -19.8644, 11.2268], [-11.0200, -16.5816, 13.3820], [-12.7434, -17.1991, 13.6394], [-11.4859, -17.4228, 14.7936], [-7.5553, -18.2433, 10.9216], [-7.9255, -19.9046, 11.1198], [-6.6771, -19.3885, 12.0192], [-10.2161, -16.9278, 11.6033], [-12.7865, -11.8374, 3.8985], [-12.6054, -12.6417, 5.2022], [-12.7370, -14.1852, 4.9108], [-11.6039, -14.7941, 4.1583], [-10.2631, -14.5641, 4.9024], [-10.0325, -13.1258, 5.2846], [-11.2846, -12.5186, 5.8087], [-10.9707, -11.2398, 6.1679], [-8.9855, -13.2777, 6.4938], [-9.4528, -12.4081, 4.0363], [-13.8130, -12.4386, 6.1950], [-12.9359, -10.7758, 4.0953], [-13.7014, -12.1502, 3.3954], [-11.8715, -12.0875, 3.3616], [-12.8547, -14.7186, 5.8540], [-13.6292, -14.3497, 4.3066], [-11.4485, -14.3635, 3.1691], [-11.6583, -15.8599, 3.9361], [-9.6504, -14.9172, 4.0730], [-10.1591, -15.2628, 5.7325], [-8.5051, -12.3630, 6.8410], [-9.5091, -13.5507, 7.4100], [-8.1252, -13.8907, 6.2250], [-9.7893, -12.7296, 3.0506], [-9.6903, -11.3444, 4.0535], [-8.3732, -12.5579, 4.0355], [-13.6815, -11.4016, 6.5040], [-13.8607, -13.1249, 7.0405], [-14.7316, -12.5183, 5.6137], [-11.0143, -11.2153, 7.1266], [-12.7486, -25.4067, 6.7086], [-13.3956, -23.9960, 6.7640], [-14.9273, -24.1007, 6.5470], [-15.7193, -24.5527, 7.7333], [-15.4090, -23.5354, 8.8772], [-13.9156, -23.5501, 9.3401], [-13.0739, -23.3926, 8.1135], [-11.7284, -23.3519, 8.3286], [-13.7554, -22.4034, 10.3422], [-13.6733, -24.9010, 10.0988], [-12.7747, -23.2090, 5.6407], [-11.6594, -25.4402, 6.6832], [-13.0681, -26.2032, 7.3806], [-12.9973, -25.8413, 5.7405], [-15.3463, -23.2038, 6.0907], [-15.0470, -24.9032, 5.8191], [-16.7936, -24.6041, 7.5563], [-15.3980, -25.5892, 7.8358], [-16.0387, -23.7771, 9.7335], [-15.8471, -22.5796, 8.5899], [-13.8041, -21.3879, 9.9489], [-12.7714, -22.4380, 10.8097], [-14.4893, -22.4587, 11.1462], [-12.6386, -24.9523, 10.4374], [-13.7768, -25.6909, 9.3549], [-14.2691, -25.1099, 10.9874], [-13.0778, -22.1676, 5.5320], [-11.6913, -23.1217, 5.7231], [-12.8900, -23.6791, 4.6641], [-11.5238, -22.4230, 8.1984], [-10.1627, -17.8287, 0.4004], [-8.6289, -18.0664, 0.4399], [-7.8683, -16.7397, 0.5596], [-8.0195, -16.0931, 1.9140], [-7.9312, -17.0827, 3.0481], [-8.4741, -18.5892, 2.9877], [-8.2458, -19.0437, 1.5344], [-8.7382, -20.3492, 1.3512], [-7.5733, -19.4052, 3.8902], [-9.9547, -18.6498, 3.5156], [-8.1147, -18.7832, -0.8493], [-10.4318, -17.2933, -0.5101], [-10.5554, -17.1404, 1.1488], [-10.6608, -18.7932, 0.3015], [-6.8166, -17.0259, 0.5493], [-8.1385, -15.9875, -0.1816], [-9.0025, -15.6224, 1.9329], [-7.4011, -15.2030, 2.0294], [-8.5629, -16.6784, 3.8390], [-6.9132, -17.0533, 3.4366], [-7.4848, -20.4904, 3.8386], [-6.5471, -19.0782, 3.7221], [-7.8461, -19.2402, 4.9325], [-10.5830, -19.4817, 3.1973], [-10.0392, -18.5270, 4.5953], [-10.4857, -17.7614, 3.1736], [-8.5476, -19.7536, -1.0920], [-7.0482, -18.6902, -1.0544], [-8.5676, -18.2894, -1.7090], [-7.9035, -20.7387, 1.0807]]
}



{
  "formula": "C49H106N9O7",
  "method": "wB97M-V/def2-TZVPD",
  "homo_ha": -0.37706,
  "multiplicity": 1,
  "gap_ev": 6.9,
  "e_above_lowest_kcal_mol": 378.5,
  "charge": 1,
  "lumo_ev": -3.388,
  "elements": ["C", "C", "C", "C", "C", "C", "C", "C", "C", "C", "N", "C", "C", "C", "N", "C", "N", "C", "C", "C", "C", "C", "N", "C", "O", "O", "C", "C", "C", "C", "C", "C", "C", "C", "C", "H", "H", "H", "H", "H", "H", "H", "H", "H", "H", "H", "H", "H", "H", "H", "H", "H", "H", "H", "H", "H", "H", "H", "H", "H", "H", "H", "H", "H", "H", "H", "H", "H", "H", "H", "H", "H", "H", "H", "H", "H", "H", "H", "H", "H", "H", "H", "H", "H", "H", "H", "C", "C", "C", "O", "C", "N", "H", "H", "H", "H", "H", "H", "H", "H", "H", "H", "H", "C", "C", "C", "O", "C", "N", "H", "H", "H", "H", "H", "H", "H", "H", "H", "H", "H", "C", "C", "C", "O", "C", "N", "H", "H", "H", "H", "H", "H", "H", "H", "H", "H", "H", "C", "C", "C", "O", "C", "N", "H", "H", "H", "H", "H", "H", "H", "H", "H", "H", "H", "C", "C", "C", "O", "C", "N", "H", "H", "H", "H", "H", "H", "H", "H", "H", "H", "H"],
  "coordinates": [[-1.3861, 0.1584, 6.1847], [-2.4384, 0.6699, 4.9919], [-3.2921, 2.0050, 5.4884], [-3.2331, 3.2615, 4.4330], [-2.4466, 4.5837, 5.0047], [-0.8225, 4.2947, 4.7402], [0.0654, 5.6614, 4.5691], [0.5200, 6.0147, 3.0361], [1.2940, 4.8131, 2.2374], [2.1792, 3.8021, 3.1738], [3.2537, 4.5852, 3.8975], [3.4651, 4.1298, 5.1748], [3.5183, 5.2686, 6.3987], [3.7239, 2.5789, 5.6373], [2.9245, 2.8479, 2.2228], [2.0229, 2.3417, 1.1210], [2.5998, 1.4937, 0.1669], [4.0563, 1.0908, 0.1383], [4.5391, 0.1209, 1.3676], [4.4009, 0.2810, -1.2772], [3.6955, -1.1950, -1.3803], [2.5442, -1.3198, -2.5598], [0.5557, 2.6460, 0.9300], [-0.3534, 1.6201, 1.5674], [0.3320, 0.7916, 2.6055], [-0.1086, -0.4365, 2.3563], [0.1891, 4.0682, 1.2834], [0.0217, 5.0433, -0.0651], [-1.6103, 5.3164, -0.3026], [-2.3880, 3.9341, -0.7556], [-1.6453, 2.7746, -1.6490], [-2.4397, 1.3900, -2.1030], [-4.0061, 1.2066, -1.5947], [-4.7587, 2.3689, -0.7159], [-3.9496, 3.7428, -0.2900], [-0.9880, -0.9303, 6.0056], [-1.9081, 0.2500, 7.2381], [-0.5069, 0.9561, 6.1857], [-3.1557, -0.2352, 4.6898], [-1.8697, 0.9683, 4.0130], [-4.4252, 1.6407, 5.5490], [-2.9467, 2.2566, 6.5780], [-2.7170, 2.9117, 3.4425], [-4.3362, 3.5538, 4.1670], [-2.8081, 5.6064, 4.5661], [-2.5974, 4.5881, 6.1885], [-0.6495, 3.4856, 3.9015], [-0.4481, 3.7825, 5.7516], [-0.6359, 6.5587, 4.9276], [1.0178, 5.7132, 5.2467], [1.2383, 6.9589, 3.0313], [-0.4279, 6.3435, 2.3974], [2.0665, 5.3437, 1.4980], [1.5418, 3.0951, 3.8759], [2.5447, 5.0410, 7.0506], [4.4278, 5.0694, 7.1092], [3.4450, 6.3591, 5.9811], [4.6321, 2.6118, 6.4117], [2.8053, 2.1685, 6.2780], [4.0598, 1.8511, 4.7852], [3.0912, 1.9955, 2.8384], [1.9862, 1.1111, -0.6136], [4.6896, 2.0910, 0.0997], [3.6553, -0.0165, 2.1419], [5.3816, 0.7260, 1.9589], [5.0461, -0.8849, 1.0405], [4.2101, 0.9547, -2.2225], [5.5782, 0.0908, -1.2349], [4.5611, -1.9762, -1.6357], [3.2000, -1.5815, -0.3916], [2.6133, -2.4410, -2.9578], [2.7125, -0.5236, -3.4011], [1.5026, -1.2430, -2.0180], [-0.6338, 0.8463, 0.7029], [-1.3817, 2.0417, 1.9530], [0.5531, -0.8135, 1.6835], [-0.8642, 4.1562, 1.8385], [0.4686, 6.1166, 0.1998], [0.5372, 4.5973, -1.0176], [-1.8015, 6.2167, -1.0594], [-2.1194, 5.6527, 0.7222], [-0.5259, 2.9179, -1.9813], [-1.9205, 0.5446, -2.7393], [-4.6302, 0.2387, -1.8705], [-5.8735, 2.2625, -0.3531], [-4.4958, 4.5764, 0.3236], [-8.5004, -2.4454, 1.6498], [-7.0876, -2.5486, 1.0822], [-6.5157, -1.1937, 0.6052], [-7.0240, -0.7550, -0.6583], [-8.2716, -0.0817, -0.5862], [-7.0760, -3.5479, 0.0038], [-9.2579, -2.3068, 0.8743], [-8.7625, -3.3629, 2.1890], [-8.5788, -1.6138, 2.3580], [-6.4419, -2.9109, 1.8913], [-5.4366, -1.3183, 0.4589], [-6.6373, -0.4135, 1.3666], [-8.3652, 0.5206, 0.3228], [-9.0899, -0.8012, -0.6560], [-8.3461, 0.5841, -1.4504], [-6.1154, -3.6761, -0.3127], [-7.5425, -3.1267, -0.8053], [0.1151, -4.8827, -3.1631], [-0.5800, -3.7604, -3.9286], [-1.9581, -4.1669, -4.4995], [-1.8891, -4.9712, -5.6809], [-1.7011, -6.3568, -5.4361], [0.3184, -3.2729, -4.9854], [0.5248, -5.6524, -3.8218], [0.9538, -4.4842, -2.5807], [-0.5739, -5.3637, -2.4608], [-0.7476, -2.9422, -3.2177], [-2.4799, -3.2509, -4.7995], [-2.5855, -4.6458, -3.7378], [-2.2164, -6.6910, -4.5304], [-0.6350, -6.5854, -5.3779], [-2.1083, -6.9081, -6.2882], [-0.1144, -2.4675, -5.4365], [0.3331, -3.9837, -5.7231], [3.4258, -3.8080, -6.4903], [3.3286, -5.2321, -7.0301], [4.3851, -5.5533, -8.1124], [4.0863, -5.0113, -9.4024], [4.4775, -3.6576, -9.5741], [1.9635, -5.4655, -7.5238], [3.0485, -3.0627, -7.1949], [2.8336, -3.7066, -5.5736], [4.4615, -3.5523, -6.2428], [3.5074, -5.9089, -6.1858], [4.4045, -6.6406, -8.2493], [5.3930, -5.2631, -7.7914], [5.4048, -3.4239, -9.0421], [3.6732, -2.9920, -9.2544], [4.6396, -3.4862, -10.6419], [1.8793, -6.4425, -7.8027], [1.8682, -4.9536, -8.4062], [3.4878, 9.0670, 11.4275], [4.3106, 8.8113, 10.1680], [3.4639, 8.3309, 8.9669], [3.0809, 6.9539, 9.0330], [1.9214, 6.7050, 9.8131], [5.3867, 7.8603, 10.4832], [3.1687, 8.1440, 11.9180], [4.0779, 9.6284, 12.1608], [2.5959, 9.6601, 11.1995], [4.7700, 9.7661, 9.8848], [4.0806, 8.4199, 8.0652], [2.5881, 8.9721, 8.8080], [1.1875, 7.5129, 9.7335], [2.2000, 6.5407, 10.8560], [1.4606, 5.7830, 9.4479], [5.9845, 7.7597, 9.6635], [4.9556, 6.9362, 10.5823], [-1.6333, -8.4531, -9.5799], [-0.2164, -8.9374, -9.8741], [-0.0717, -10.4762, -9.8358], [-0.0187, -11.0273, -8.5165], [-1.2886, -11.2387, -7.9184], [0.7162, -8.2852, -8.9431], [-1.8954, -8.5323, -8.5219], [-1.7402, -7.3976, -9.8552], [-2.3697, -9.0203, -10.1588], [0.0307, -8.6097, -10.8912], [0.8875, -10.7342, -10.2992], [-0.8476, -10.9698, -10.4338], [-2.0451, -11.5417, -8.6488], [-1.6065, -10.3393, -7.3870], [-1.1843, -12.0368, -7.1782], [1.6684, -8.5443, -9.1992], [0.5853, -8.7230, -8.0261]]
}